This record from the OMol25 dataset describes an isolated molecule of C4H7NO2. The level of theory is ωB97M-V/def2-TZVPD.

Kohn-Sham gap	10.65	eV
multiplicity	1
structure (SMILES)	C[C@@H](C=O)C(N)=O
F_max	0.5	eV Å⁻¹
ΔE to the lowest compared entry with this formula, charge and spin	10.74	kcal per mole

Each line ends with the Mulliken charge.
Positions of all 14 atoms, in Å:
C: -0.8442 1.3092 -0.1244  -1.38
C: 0.2717 0.2720 -0.2504  0.59
C: 1.5519 0.7622 0.4151  -0.19
O: 1.7719 1.9226 0.6522  -0.48
C: -0.1351 -1.0347 0.4168  0.31
N: -0.5319 -2.0402 -0.4096  -0.36
O: -0.1094 -1.1483 1.6291  -0.60
H: -1.0872 1.4580 0.9314  0.32
H: -0.5202 2.2663 -0.5385  0.37
H: -1.7470 0.9814 -0.6489  0.36
H: 0.5192 0.1081 -1.3128  0.28
H: 2.3017 -0.0206 0.6503  0.34
H: -0.5916 -1.9291 -1.4077  0.21
H: -0.8500 -2.9069 -0.0025  0.24